Entry 1:
{
  "formula": "C6H9N",
  "method": "ωB97M-V/def2-TZVPD",
  "total_energy_ha": -288.56000,
  "gap_ev": 5.6179,
  "elements": ["C", "C", "C", "N", "C", "C", "C", "H", "H", "H", "H", "H", "H", "H", "H", "H"],
  "xyz": [[2.444, 0.623, -0.232], [0.920, 0.474, -0.100], [0.093, 1.341, 0.620], [-1.206, 0.833, 0.623], [-1.221, -0.402, -0.217], [0.187, -0.607, -0.551], [-1.981, -1.576, 0.175], [2.204, 1.216, -1.140], [2.824, 1.373, 0.460], [3.157, -0.179, -0.345], [0.178, 2.419, 0.523], [-1.589, 0.682, 1.540], [0.465, -1.584, -0.908], [-1.836, -0.506, -1.161], [-1.626, -2.362, 0.821], [-3.015, -1.745, -0.108]]
}

Entry 2:
{
  "formula": "C6H9N",
  "method": "ωB97M-V/def2-TZVPD",
  "total_energy_ha": -288.60815,
  "gap_ev": 9.7809,
  "smiles": "CC#CC[C@H]1CN1",
  "elements": ["C", "C", "C", "C", "C", "C", "N", "H", "H", "H", "H", "H", "H", "H", "H", "H"],
  "xyz": [[1.752, 0.863, 1.650], [1.395, -0.119, 0.639], [1.141, -0.924, -0.229], [0.101, -1.552, -1.055], [-1.092, -0.569, -0.387], [-1.194, 0.773, -0.993], [-2.431, 0.068, -0.654], [1.375, 1.861, 1.393], [2.839, 0.912, 1.709], [1.358, 0.597, 2.636], [0.100, -2.644, -0.882], [0.322, -1.414, -2.126], [-0.955, -0.786, 0.661], [-1.073, 0.770, -2.076], [-0.868, 1.703, -0.527], [-2.770, 0.460, 0.241]]
}

Entry 3:
{
  "formula": "C6H9N",
  "method": "ωB97M-V/def2-TZVPD",
  "total_energy_ha": -288.65040,
  "gap_ev": 10.0380,
  "elements": ["C", "C", "C", "C", "C", "C", "H", "H", "H", "H", "H", "H", "H", "H", "H", "N"],
  "xyz": [[1.868, 0.251, -0.167], [0.385, 0.078, -0.192], [-0.300, -0.664, 0.925], [-1.367, -0.673, -0.152], [-1.681, 0.810, -0.157], [-0.499, 1.295, -0.183], [2.025, 0.720, 0.890], [2.411, 0.897, -0.991], [2.592, -0.688, -0.159], [-0.436, -0.166, 1.861], [0.260, -1.663, 1.091], [-2.199, -1.402, -0.141], [0.069, -1.777, -1.106], [-2.607, 1.394, -0.166], [-0.186, 2.379, -0.207], [-0.333, -0.790, -1.146]]
}

Entry 4:
{
  "formula": "C6H9N",
  "method": "ωB97M-V/def2-TZVPD",
  "total_energy_ha": -288.66571,
  "gap_ev": 10.2337,
  "smiles": "CC#CCN1CC1",
  "elements": ["C", "C", "C", "C", "N", "C", "C", "H", "H", "H", "H", "H", "H", "H", "H", "H"],
  "xyz": [[3.362, 0.443, 0.131], [2.010, -0.043, -0.149], [0.899, -0.454, -0.378], [-0.450, -0.928, -0.705], [-1.413, -0.622, 0.349], [-2.739, -0.253, -0.113], [-1.816, 0.766, 0.444], [3.875, 0.725, -0.794], [3.960, -0.327, 0.629], [3.334, 1.323, 0.781], [-0.750, -0.487, -1.674], [-0.438, -2.016, -0.841], [-3.573, -0.633, 0.472], [-2.911, -0.225, -1.190], [-1.372, 1.476, -0.255], [-1.953, 1.144, 1.454]]
}

Entry 5:
{
  "formula": "C6H9N",
  "method": "ωB97M-V/def2-TZVPD",
  "total_energy_ha": -288.65287,
  "gap_ev": 8.8912,
  "smiles": "[H]/N=C(\\C)C=C=CC",
  "elements": ["H", "N", "C", "C", "C", "C", "C", "C", "H", "H", "H", "H", "H", "H", "H", "H"],
  "xyz": [[-1.583, 0.595, -2.113], [-1.049, 0.549, -1.246], [-0.972, -0.663, -0.843], [-1.476, -1.863, -1.592], [-0.172, -0.956, 0.349], [0.369, 0.091, 0.920], [0.748, 1.098, 1.638], [1.824, 2.101, 1.328], [-0.662, -2.289, -2.193], [-1.824, -2.640, -0.906], [-2.287, -1.572, -2.260], [0.090, -1.968, 0.641], [0.683, 0.435, 2.522], [1.420, 3.091, 1.083], [2.469, 2.225, 2.198], [2.421, 1.767, 0.473]]
}

Entry 6:
{
  "formula": "C6H9N",
  "method": "ωB97M-V/def2-TZVPD",
  "total_energy_ha": -288.75222,
  "gap_ev": 8.9347,
  "smiles": "Cc1cc[nH]c1C",
  "elements": ["C", "C", "C", "C", "N", "C", "C", "H", "H", "H", "H", "H", "H", "H", "H", "H"],
  "xyz": [[0.778, -1.408, -1.131], [-0.271, -0.611, -0.377], [-1.308, -1.088, 0.434], [-1.745, -0.097, 1.291], [-1.032, 1.034, 0.894], [-0.040, 0.702, -0.017], [1.211, 1.501, -0.056], [0.284, -2.026, -1.937], [1.454, -1.995, -0.514], [1.443, -0.766, -1.724], [-1.496, -2.177, 0.395], [-2.612, -0.168, 1.928], [-1.310, 1.961, 1.177], [1.801, 1.340, -0.967], [0.921, 2.560, -0.128], [1.922, 1.236, 0.734]]
}

Entry 7:
{
  "formula": "C6H9N",
  "method": "ωB97M-V/def2-TZVPD",
  "total_energy_ha": -288.62342,
  "gap_ev": [7.6919, 7.6914],
  "elements": ["C", "N", "C", "C", "C", "C", "C", "H", "H", "H", "H", "H", "H", "H", "H", "H"],
  "xyz": [[-1.008, -0.025, 1.918], [-0.810, -0.683, 0.638], [1.464, -0.850, -1.514], [-0.025, -0.710, -1.639], [-0.496, 0.205, -0.487], [0.765, 1.009, -0.267], [1.831, 0.377, -0.808], [-0.202, 0.670, 2.208], [-1.951, 0.532, 1.905], [-1.084, -0.794, 2.692], [-0.038, -1.340, 0.721], [-0.585, -1.648, -1.691], [-0.143, -0.207, -2.613], [-1.378, 0.827, -0.688], [0.799, 1.937, 0.303], [2.861, 0.700, -0.678]]
}

Entry 8:
{
  "formula": "C6H9N",
  "method": "ωB97M-V/def2-TZVPD",
  "total_energy_ha": -288.58567,
  "gap_ev": [7.2117, 7.2128],
  "elements": ["C", "C", "C", "C", "C", "C", "N", "H", "H", "H", "H", "H", "H", "H", "H", "H"],
  "xyz": [[-0.290, 0.397, 1.750], [0.350, -0.208, 0.550], [-0.189, -1.187, -0.314], [-0.573, 0.238, -1.082], [-1.755, 0.667, -1.504], [0.730, 1.026, -1.170], [1.462, 0.421, -0.018], [-1.330, 0.077, 1.835], [-0.274, 1.490, 1.654], [0.267, 0.120, 2.649], [-1.061, -1.737, 0.025], [0.522, -1.765, -0.903], [-2.660, 0.094, -1.261], [1.259, 0.946, -2.121], [0.493, 2.072, -0.942], [1.893, 1.102, 0.597]]
}

Entry 9:
{
  "formula": "C6H9N",
  "method": "ωB97M-V/def2-TZVPD",
  "total_energy_ha": -288.77559,
  "gap_ev": 8.7709,
  "smiles": "Cc1cc[nH]c1C",
  "elements": ["C", "C", "C", "C", "N", "C", "C", "H", "H", "H", "H", "H", "H", "H", "H", "H"],
  "xyz": [[-0.901, -1.754, 0.203], [0.156, -0.694, 0.073], [1.550, -0.848, -0.175], [2.103, 0.407, -0.228], [1.096, 1.314, -0.030], [-0.094, 0.657, 0.143], [-1.426, 1.325, 0.051], [-0.558, -2.714, -0.196], [-1.817, -1.476, -0.338], [-1.187, -1.919, 1.251], [2.078, -1.784, -0.316], [3.121, 0.726, -0.396], [1.205, 2.314, -0.025], [-2.141, 0.955, 0.793], [-1.808, 1.077, -0.945], [-1.376, 2.415, 0.135]]
}

Entry 10:
{
  "formula": "C6H9N",
  "method": "ωB97M-V/def2-TZVPD",
  "total_energy_ha": -288.65021,
  "gap_ev": 9.3059,
  "smiles": "CC=C=CN1CC1",
  "elements": ["C", "C", "C", "C", "N", "C", "C", "H", "H", "H", "H", "H", "H", "H", "H", "H"],
  "xyz": [[2.937, 0.379, 0.108], [1.855, -0.666, -0.063], [0.633, -0.483, -0.482], [-0.606, -0.800, -0.751], [-1.632, -0.687, 0.210], [-2.722, 0.189, -0.163], [-1.753, 0.588, 0.890], [3.683, 0.319, -0.691], [3.484, 0.327, 1.060], [2.488, 1.379, 0.061], [1.919, -1.754, 0.001], [-0.896, -1.206, -1.717], [-3.709, -0.179, 0.093], [-2.633, 0.688, -1.128], [-1.027, 1.361, 0.631], [-2.023, 0.545, 1.941]]
}

Entry 11:
{
  "formula": "C6H9N",
  "method": "ωB97M-V/def2-TZVPD",
  "total_energy_ha": -288.64831,
  "gap_ev": 7.5477,
  "smiles": "CC1(C)C=C=CN1",
  "elements": ["C", "C", "C", "C", "C", "C", "N", "H", "H", "H", "H", "H", "H", "H", "H", "H"],
  "xyz": [[-0.973, 0.980, -1.111], [-0.090, 0.126, -0.202], [0.752, 0.988, 0.813], [1.050, -0.736, -0.703], [1.199, -1.939, -0.057], [-0.058, -1.969, 0.639], [-0.834, -0.891, 0.529], [-1.713, 1.543, -0.525], [-0.350, 1.714, -1.630], [-1.513, 0.400, -1.867], [0.741, 0.474, 1.779], [0.353, 2.000, 0.906], [1.807, 1.076, 0.524], [1.790, -0.219, -1.319], [-0.415, -2.777, 1.279], [-1.748, -0.771, 0.946]]
}

Entry 12:
{
  "formula": "C6H9N",
  "method": "ωB97M-V/def2-TZVPD",
  "total_energy_ha": -288.62206,
  "gap_ev": 9.4953,
  "elements": ["C", "N", "C", "C", "C", "C", "C", "H", "H", "H", "H", "H", "H", "H", "H", "H"],
  "xyz": [[-1.683, 0.864, -0.512], [-0.606, 0.396, 0.280], [-0.142, -1.042, 0.144], [0.660, -0.512, -1.082], [0.841, 0.661, -0.073], [1.425, 0.112, 1.250], [0.764, -1.036, 1.391], [-2.587, 0.433, -0.039], [-1.712, 1.966, -0.359], [-1.572, 0.552, -1.806], [-0.864, -1.854, 0.021], [-0.159, -0.161, -1.903], [1.545, -1.069, -1.444], [1.154, 1.653, -0.407], [2.054, 0.639, 1.965], [0.711, -1.708, 2.247]]
}

Entry 13:
{
  "formula": "C6H9N",
  "method": "ωB97M-V/def2-TZVPD",
  "total_energy_ha": -288.54911,
  "gap_ev": 8.4676,
  "elements": ["C", "C", "C", "C", "N", "C", "C", "H", "H", "H", "H", "H", "H", "H", "H", "H"],
  "xyz": [[1.847, -0.219, -0.070], [0.359, -0.027, -0.042], [-0.507, 0.645, 0.975], [-1.289, 1.232, -0.214], [-0.448, 0.444, -1.189], [-0.668, -0.942, -0.922], [-0.806, -0.790, 1.191], [2.341, 0.674, -0.471], [2.139, -1.070, -0.694], [2.222, -0.398, 0.942], [-0.045, 1.286, 1.722], [-2.361, 1.017, -0.263], [-1.103, 2.293, -0.388], [-0.031, -1.600, -1.512], [-1.682, -1.307, -0.822], [0.032, -1.238, 1.757]]
}

Entry 14:
{
  "formula": "C6H9N",
  "method": "ωB97M-V/def2-TZVPD",
  "total_energy_ha": -288.58812,
  "gap_ev": 9.6578,
  "smiles": "C#CC[C@]1(C)CN1",
  "elements": ["C", "C", "C", "C", "C", "C", "N", "H", "H", "H", "H", "H", "H", "H", "H", "H"],
  "xyz": [[2.970, -0.435, 0.167], [1.811, -0.656, -0.076], [0.399, -0.945, -0.395], [-0.607, -0.004, 0.217], [-0.426, 1.470, -0.158], [-1.304, -0.462, 1.661], [-1.926, -0.432, 0.329], [3.998, -0.243, 0.393], [0.246, -0.861, -1.475], [0.137, -1.957, -0.088], [0.620, 1.796, -0.139], [-1.029, 2.136, 0.471], [-0.788, 1.552, -1.193], [-0.986, -1.482, 1.861], [-0.458, 0.258, 1.710], [-2.567, 0.343, 0.224]]
}

Entry 15:
{
  "formula": "C6H9N",
  "method": "ωB97M-V/def2-TZVPD",
  "total_energy_ha": -288.59742,
  "gap_ev": [7.9909, 7.9886],
  "elements": ["C", "C", "C", "C", "C", "N", "C", "H", "H", "H", "H", "H", "H", "H", "H", "H"],
  "xyz": [[1.400, -1.255, -0.182], [1.376, 1.278, -0.266], [0.600, 0.018, 0.088], [-2.034, -0.077, -0.076], [-1.427, -0.105, 1.286], [-3.146, 0.275, -0.444], [-0.112, 0.030, 1.311], [-3.510, 0.104, -1.373], [-0.620, -0.058, -0.658], [-2.123, -0.282, 2.096], [1.723, -1.287, -1.223], [2.301, -1.270, 0.433], [2.292, 1.340, 0.326], [0.788, 2.172, -0.062], [1.671, 1.262, -1.317], [0.821, -2.146, 0.061]]
}